234
Properties=species:S:1:pos:R:3:forces:R:3 method="wB97M-V/def2-TZVPD" orbital_gap_ev=8.113 smiles=CC1(C)CCCC(C)(C)N1O.CC1(C)CCCC(C)(C)N1O.CC1(C)CCCC(C)(C)N1O.CC1(C)CCCC(C)(C)N1O.CC1(C)CCCC(C)(C)N1O.CC1(C)CCCC(C)(C)N1O.CC1(C)CCCC(C)(C)N1O.CC(C)O.CC(C)O e_above_lowest_kj_mol=424.5 homo_energy_ev=-7.78
C 1.511 -4.192 -0.301 -0.86 0.62 -0.02
C 2.969 -4.582 -0.236 1.88 -0.58 -0.21
C 3.567 -4.542 1.228 -1.52 0.37 -0.24
C 3.294 -5.774 2.080 0.85 0.30 -0.77
C 3.935 -6.922 1.354 0.02 0.11 0.64
C 3.404 -7.130 -0.087 -0.33 -1.07 1.23
N 3.139 -5.910 -0.834 2.10 -0.40 1.89
O 2.750 -6.081 -2.148 -0.71 -0.09 -0.18
C 4.391 -8.101 -0.758 -0.52 0.20 -1.53
C 2.058 -7.847 0.097 -0.84 -0.33 -0.86
C 3.876 -3.663 -1.121 -1.29 -0.20 0.23
H 1.169 -4.228 -1.336 0.03 0.07 -0.10
H 1.265 -3.207 0.096 0.46 0.35 -0.14
H 0.819 -4.826 0.253 0.38 -0.53 0.16
H 4.630 -4.300 1.202 0.11 -0.36 -0.13
H 3.100 -3.719 1.768 -0.07 0.47 -0.37
H 2.243 -5.998 2.265 -0.10 0.42 0.07
H 3.850 -5.642 3.008 -0.44 0.00 0.35
H 3.733 -7.789 1.984 -0.08 -0.57 -0.56
H 5.010 -6.794 1.484 0.28 0.13 -0.80
H 5.351 -7.685 -1.066 0.20 0.33 0.69
H 4.530 -9.042 -0.225 -0.02 0.24 0.29
H 3.972 -8.370 -1.727 -0.26 -0.28 -0.11
H 1.226 -7.157 0.240 0.24 0.32 0.59
H 1.756 -8.268 -0.862 0.18 -0.49 -0.08
H 2.028 -8.613 0.871 0.13 -0.08 -0.12
H 3.732 -2.671 -0.694 0.37 0.38 -0.69
H 3.545 -3.800 -2.151 -0.60 0.85 -0.07
H 4.921 -3.949 -1.246 0.14 -0.15 1.06
H 3.542 -5.959 -2.677 0.26 -0.01 -0.18
C -3.021 -3.227 -4.249 1.07 0.78 -0.60
C -1.504 -2.718 -4.425 -2.17 -0.58 1.34
C -0.540 -3.622 -3.598 -0.15 1.33 0.00
C -0.133 -4.899 -4.247 -0.21 -0.87 -0.99
C 0.335 -4.685 -5.732 -0.73 -1.27 1.12
C -0.649 -3.878 -6.599 -0.09 0.18 -1.15
N -1.102 -2.716 -5.807 2.49 -0.45 -0.17
O -1.690 -1.758 -6.594 -1.15 0.67 -0.52
C 0.265 -3.464 -7.850 -0.69 0.00 1.53
C -1.890 -4.711 -7.211 0.38 0.07 0.67
C -1.503 -1.264 -3.748 -0.14 -1.61 -1.40
H -3.633 -2.578 -4.876 -0.10 0.29 0.16
H -3.288 -3.084 -3.202 -0.27 -0.32 -0.04
H -3.249 -4.217 -4.643 0.40 -0.24 0.52
H 0.366 -3.060 -3.369 0.13 0.34 -0.11
H -0.993 -3.798 -2.622 -0.21 -0.09 0.03
H -0.963 -5.603 -4.181 -0.37 -0.04 -0.53
H 0.596 -5.412 -3.619 0.54 0.20 -0.23
H 0.478 -5.644 -6.231 -0.33 -0.35 0.11
H 1.362 -4.320 -5.751 -0.20 0.84 0.09
H -0.255 -2.849 -8.585 -0.01 -0.33 -0.07
H 1.151 -2.937 -7.495 -0.09 0.32 0.13
H 0.663 -4.403 -8.234 -0.33 0.04 -0.47
H -2.465 -4.221 -7.996 0.41 0.73 0.04
H -1.625 -5.660 -7.677 0.55 -0.08 0.19
H -2.649 -4.948 -6.466 0.25 -0.02 0.28
H -2.301 -0.614 -4.104 0.12 -0.07 -0.57
H -0.522 -0.865 -4.005 0.00 0.49 0.67
H -1.763 -1.384 -2.696 0.80 -0.07 0.13
H -1.059 -1.036 -6.616 0.06 0.19 -0.08
C -4.801 5.762 6.041 0.41 -0.22 -0.99
C -3.617 5.607 4.998 0.01 -0.99 2.73
C -2.305 5.424 5.927 0.76 -0.05 -1.93
C -1.096 4.949 5.073 -0.85 -1.34 -1.00
C -1.522 3.600 4.444 -0.33 0.06 0.54
C -2.770 3.644 3.535 -1.18 -0.83 1.14
N -3.880 4.401 4.190 1.26 0.22 1.62
O -5.108 4.495 3.483 0.93 -0.04 -0.33
C -2.316 4.106 2.207 0.31 0.66 -2.18
C -3.333 2.214 3.418 0.29 -0.05 -0.13
C -3.480 6.848 4.214 -0.13 0.96 -0.92
H -4.788 4.889 6.694 -0.26 0.01 -0.04
H -5.737 5.846 5.488 -0.09 -0.34 0.04
H -4.776 6.664 6.652 0.57 0.07 -0.03
H -2.044 6.410 6.312 -0.39 -0.04 0.36
H -2.409 4.693 6.729 -0.47 0.15 0.04
H -0.152 4.692 5.554 -0.14 0.55 0.74
H -0.835 5.631 4.263 -0.13 0.35 0.07
H -1.676 2.893 5.260 -0.38 0.00 0.28
H -0.716 3.117 3.892 0.12 0.22 -0.40
H -3.097 4.247 1.461 -0.44 0.33 0.31
H -1.697 5.003 2.234 -0.14 0.25 0.14
H -1.692 3.374 1.694 0.22 -0.44 0.40
H -3.747 1.842 4.355 0.21 0.25 0.19
H -4.143 2.141 2.692 0.12 0.12 -0.25
H -2.528 1.543 3.119 0.00 -0.16 -0.15
H -4.448 7.136 3.804 -0.03 0.01 -0.15
H -2.803 6.694 3.375 0.14 0.27 0.03
H -3.146 7.667 4.851 0.12 0.08 -0.14
H -5.569 3.729 3.833 -0.37 -0.02 -0.05
C -0.230 -0.794 4.694 0.18 0.60 -0.39
C 1.203 -1.356 4.842 1.27 0.68 -0.09
C 2.331 -0.375 4.215 -2.08 0.31 0.69
C 2.681 0.741 5.201 -0.19 -0.47 -1.30
C 3.112 0.198 6.512 1.79 1.21 -0.24
C 2.110 -0.611 7.218 -2.14 -0.13 -0.55
N 1.672 -1.655 6.248 0.46 -0.70 -0.76
O 0.819 -2.649 6.834 -0.23 0.94 0.09
C 2.707 -1.237 8.432 1.08 -1.06 1.20
C 0.967 0.294 7.690 -0.88 -0.87 0.21
C 1.304 -2.660 4.049 -0.67 -0.47 0.69
H -0.529 -0.893 3.650 0.09 -0.15 -0.22
H -0.280 0.282 4.857 0.14 0.15 0.32
H -1.030 -1.248 5.279 0.40 -0.33 0.31
H 3.137 -0.988 3.812 0.29 0.15 0.45
H 1.926 0.215 3.393 -0.41 -0.75 -0.47
H 1.823 1.405 5.301 -0.32 -0.13 0.10
H 3.406 1.392 4.713 0.51 -0.05 0.29
H 3.347 1.080 7.109 0.36 -0.21 0.54
H 4.005 -0.406 6.351 0.28 0.05 0.14
H 3.525 -1.920 8.207 -0.01 -0.19 -0.43
H 3.188 -0.516 9.094 -0.17 0.49 -0.19
H 2.040 -1.794 9.089 -0.43 0.06 -0.34
H 0.115 -0.380 7.784 -0.27 0.09 0.28
H 1.192 0.662 8.691 -0.09 0.41 -0.17
H 0.639 1.072 7.001 0.36 0.11 0.09
H 1.064 -2.544 2.992 0.37 0.32 -0.07
H 0.552 -3.351 4.429 -0.12 -0.14 0.06
H 2.266 -3.140 4.229 0.16 0.13 -0.30
H 1.345 -3.452 6.838 0.20 0.01 -0.04
C -5.991 -2.507 4.996 -0.66 0.25 -0.23
C -5.047 -2.192 3.829 1.51 -0.19 -1.07
C -3.767 -3.099 3.996 0.01 -0.31 -0.93
C -2.843 -3.269 2.781 -1.59 0.30 -0.54
C -3.667 -3.545 1.499 0.81 0.49 0.03
C -4.906 -2.659 1.212 0.26 -0.04 1.02
N -5.702 -2.552 2.504 1.70 -1.94 0.08
O -6.879 -1.879 2.219 -0.61 1.03 0.42
C -4.438 -1.253 0.808 -0.20 0.21 -0.91
C -5.766 -3.449 0.116 0.36 1.02 1.35
C -4.499 -0.743 3.948 -0.29 0.03 -0.62
H -6.970 -2.034 4.916 0.10 0.66 -0.21
H -5.550 -2.147 5.925 0.04 -0.21 0.02
H -6.302 -3.547 5.098 0.71 -0.32 -0.16
H -3.070 -2.627 4.688 -0.67 -0.39 1.02
H -4.113 -4.107 4.226 0.15 0.03 0.70
H -2.137 -4.092 2.898 -0.13 -0.15 0.34
H -2.201 -2.393 2.687 -0.16 0.27 -0.31
H -3.968 -4.589 1.419 0.08 -0.08 0.29
H -2.902 -3.360 0.746 -0.39 -0.17 -0.79
H -3.961 -1.267 -0.172 -0.08 -0.15 -0.22
H -5.265 -0.546 0.743 -0.19 -0.10 0.02
H -3.693 -0.792 1.457 -0.04 -0.41 0.28
H -5.989 -4.418 0.561 -0.04 -0.05 -0.10
H -6.712 -2.954 -0.104 0.11 0.13 0.05
H -5.230 -3.597 -0.821 0.25 0.12 0.15
H -5.104 -0.063 3.348 -0.42 0.26 0.62
H -3.508 -0.576 3.526 0.17 -0.63 -0.17
H -4.357 -0.465 4.992 -0.56 0.23 0.03
H -7.548 -2.446 2.611 -0.25 0.00 -0.13
C 2.549 -1.712 -4.832 0.53 0.92 -0.55
C 3.176 -0.549 -4.016 -1.07 -0.42 0.86
C 4.721 -0.877 -3.704 -0.44 0.65 0.11
C 5.498 0.342 -3.199 -1.27 0.17 0.63
C 5.273 1.572 -4.081 0.61 -0.97 0.62
C 3.785 1.923 -4.394 0.84 0.83 -1.14
N 3.025 0.711 -4.796 1.99 -0.40 -0.30
O 1.685 1.050 -5.153 0.30 -0.42 1.01
C 3.148 2.705 -3.217 -0.75 0.42 0.05
C 3.800 2.835 -5.692 -0.82 1.13 0.76
C 2.346 -0.473 -2.696 1.03 -0.40 0.67
H 2.813 -1.528 -5.873 0.37 -0.39 -0.23
H 1.459 -1.714 -4.846 -0.03 0.01 0.44
H 2.924 -2.682 -4.506 -0.06 0.03 0.03
H 4.773 -1.635 -2.923 -0.46 -0.12 0.07
H 5.289 -1.322 -4.520 -0.53 0.13 -0.63
H 6.562 0.175 -3.031 0.09 -0.28 -0.47
H 5.150 0.559 -2.189 -0.29 0.12 0.22
H 5.927 1.372 -4.930 -0.63 0.27 -0.73
H 5.807 2.348 -3.534 -0.53 0.70 -0.21
H 2.074 2.785 -3.385 -0.29 -0.41 0.13
H 3.271 2.335 -2.199 0.19 -0.66 -0.25
H 3.389 3.761 -3.102 0.76 0.01 -0.59
H 3.774 3.898 -5.452 0.39 0.17 0.69
H 4.632 2.795 -6.395 -0.01 -0.91 0.17
H 2.841 2.816 -6.211 0.15 -0.74 -0.29
H 1.266 -0.364 -2.789 0.15 0.48 -0.50
H 2.764 0.269 -2.015 -0.26 0.32 -0.08
H 2.443 -1.388 -2.112 0.16 -0.39 -0.21
H 1.578 0.591 -5.989 -0.03 0.10 -0.24
C 0.315 7.118 -5.476 -0.45 -0.18 -0.07
C 0.795 6.336 -4.248 0.49 0.13 0.07
C 0.389 7.110 -2.948 -1.97 -0.39 -0.79
C -1.093 6.898 -2.645 -0.78 -2.27 1.13
C -1.394 5.369 -2.458 0.26 0.37 -1.59
C -1.064 4.546 -3.776 -0.23 -0.14 0.06
N 0.326 4.918 -4.203 -1.02 0.20 2.37
O 0.656 4.134 -5.301 0.48 0.49 -0.72
C -1.117 3.035 -3.438 1.14 -0.51 0.44
C -2.118 4.767 -4.897 -0.36 1.08 0.40
C 2.343 6.351 -4.162 -0.35 -0.32 -0.85
H 0.800 8.094 -5.482 0.12 -0.06 -0.33
H -0.760 7.298 -5.488 -0.11 0.08 0.47
H 0.446 6.567 -6.408 0.63 0.03 0.02
H 0.993 6.802 -2.095 -0.01 -0.03 -0.03
H 0.422 8.193 -3.066 0.95 0.01 -0.36
H -1.837 7.243 -3.363 0.52 0.47 -0.33
H -1.377 7.327 -1.683 0.14 0.45 0.00
H -2.444 5.205 -2.215 -0.11 0.04 -0.05
H -0.818 5.003 -1.608 0.25 -0.28 -0.12
H -1.973 2.560 -2.960 -0.85 1.02 -0.14
H -0.938 2.381 -4.291 0.27 0.27 -0.23
H -0.370 2.799 -2.679 0.55 0.15 -0.24
H -3.024 4.219 -4.638 -0.17 0.26 0.14
H -2.314 5.838 -4.956 -0.53 0.11 0.22
H -1.944 4.542 -5.949 0.96 -0.63 0.27
H 2.673 7.388 -4.220 0.09 0.05 0.56
H 2.867 5.877 -4.992 -0.33 -0.27 -0.21
H 2.635 5.818 -3.257 0.16 0.38 0.11
H 1.277 3.519 -4.903 0.17 -0.42 -0.36
C -0.447 1.328 -0.640 -0.07 0.01 1.72
C -0.493 0.355 0.562 0.29 -1.96 -0.84
C -0.820 -1.030 0.093 -1.68 -0.46 -1.79
O 0.744 0.080 1.133 1.20 0.74 0.88
H -1.215 1.018 -1.348 0.31 0.32 -0.23
H 0.573 1.373 -1.022 -0.15 -0.46 -0.43
H -0.637 2.335 -0.267 -0.34 0.20 -0.25
H -1.235 0.571 1.331 -0.19 0.78 0.07
H -0.108 -1.444 -0.620 0.56 0.23 0.24
H -1.697 -0.910 -0.543 -0.60 -0.51 0.23
H -1.010 -1.775 0.866 0.04 0.25 0.16
H 1.112 0.926 1.396 0.45 0.33 0.25
C 1.948 4.576 2.442 -1.07 1.93 0.49
C 1.430 3.788 1.264 1.69 1.53 0.01
C 2.094 4.096 -0.043 0.72 0.11 -0.85
O 1.756 2.509 1.679 -0.93 -2.70 -0.19
H 2.954 4.344 2.792 0.07 -0.44 -0.41
H 1.252 4.371 3.254 0.18 0.07 0.29
H 1.952 5.656 2.296 -0.16 0.17 -0.12
H 0.369 3.937 1.064 -0.19 -0.54 0.76
H 1.859 5.074 -0.461 -0.30 0.06 0.14
H 1.832 3.339 -0.783 -0.15 0.05 -0.05
H 3.181 4.079 0.040 0.22 -0.09 0.16
H 2.693 2.425 1.871 0.10 0.28 -0.08